--- a ---
C3H6O in the gas phase, computed with ωB97M-V/def2-TZVPD.

Its total charge is 0. The SMILES is C=C(C)O. The value obtained for the frontier orbital gap is 0.357 hartree.

Cartesian coordinates (Å):
C (1.03901, -0.98200, -0.28436)
C (-0.00853, -0.13445, 0.02023)
C (-0.37568, 1.17027, -0.92390)
O (-0.74152, -0.26272, 1.17720)
H (1.85698, -0.56330, -0.75026)
H (1.21795, -1.96218, 0.12259)
H (0.25354, 2.01547, -0.48087)
H (0.12528, 1.02116, -1.92484)
H (-1.47649, 1.58260, -1.03473)
H (0.02601, -0.31496, 1.77874)

=====

--- b ---
C3H6O in the gas phase, computed with ωB97M-V/def2-TZVPD.

Its total charge is 0. The SMILES is C=COC. The value obtained for the frontier orbital gap is 0.362 hartree.

Cartesian coordinates (Å):
C (1.91060, -0.08624, 0.07199)
C (0.62290, 0.31639, -0.05206)
O (-0.48133, -0.46507, -0.10444)
C (-1.76072, 0.09498, 0.06644)
H (2.70948, 0.67453, 0.03843)
H (2.23820, -1.07771, 0.07466)
H (0.53278, 1.40130, -0.13175)
H (-2.11427, -0.17449, 1.06499)
H (-1.76439, 1.19848, -0.03395)
H (-2.38786, -0.25226, -0.69510)

=====

--- c ---
C3H6O in the gas phase, computed with ωB97M-V/def2-TZVPD.

Its total charge is 0. The SMILES is C1COC1. The value obtained for the frontier orbital gap is 0.404 hartree.

Cartesian coordinates (Å):
C (-0.08032, 0.77471, -0.21913)
C (-0.97650, -0.44607, 0.09502)
O (0.11566, -1.32942, -0.29869)
C (1.07147, -0.25100, 0.07524)
H (-0.11897, 0.98190, -1.37230)
H (-0.13109, 1.82537, 0.37297)
H (-1.26048, -0.54266, 1.21999)
H (-2.02921, -0.48215, -0.53025)
H (2.05347, -0.32860, -0.52228)
H (1.35597, -0.20209, 1.17943)

=====

The least stable of them is c.

=====

--- a ---
2 unconnected molecules or ions with the total composition C3H10N2O2Si, computed with ωB97M-V/def2-TZVPD.

Its total charge is 0. The value obtained for the frontier orbital gap is 0.280 hartree.

Cartesian coordinates (Å):
C (1.99162, 0.87661, -2.05549)
C (-0.54701, 0.88351, 0.70837)
C (0.12778, 0.01324, -0.34062)
N (0.47726, 1.54143, 1.51606)
N (1.15537, -0.92842, 0.35898)
O (2.62062, -0.09511, -1.94149)
O (1.64227, 1.95001, -2.25119)
Si (-0.95643, -0.76676, -1.61268)
H (-1.25331, 1.58885, 0.36731)
H (-1.13270, 0.26778, 1.52295)
H (1.14506, 2.04510, 0.87024)
H (-0.02770, 2.31066, 2.03942)
H (1.79047, -1.20539, -0.42332)
H (1.57606, -0.22420, 0.95264)
H (0.59706, -1.63193, 0.71161)
H (-0.88012, -2.17152, -1.22978)
H (-2.29967, -0.01358, -1.74781)
H (-0.54599, -0.70264, -3.00796)

=====

--- b ---
C3H10N2O2Si in the gas phase, computed with ωB97M-V/def2-TZVPD.

Its total charge is 0. The SMILES is N[C@H](C(=O)O)[C@@H](N)[SiH3]. The value obtained for the frontier orbital gap is 0.365 hartree.

Cartesian coordinates (Å):
N (-1.44916, 0.78423, -0.45153)
C (-0.61327, 0.16494, 0.49641)
C (-0.29107, 1.31529, 1.64136)
O (-0.92735, 2.30058, 1.82716)
O (0.87440, 1.18583, 2.32318)
C (0.65457, -0.20096, -0.21305)
N (1.37420, -1.13819, 0.77443)
Si (-0.08737, -0.86613, -1.83849)
H (-2.35519, 0.97678, -0.04850)
H (-1.13957, 1.57640, -1.08414)
H (-1.09139, -0.70225, 0.93542)
H (1.38666, 0.39396, 2.11123)
H (1.42887, 0.60717, -0.45276)
H (0.70155, -1.93575, 0.73209)
H (2.14075, -1.54177, 0.22915)
H (-1.61321, -1.23437, -1.83713)
H (0.71745, -1.89631, -2.34517)
H (0.28916, 0.21054, -2.79966)

=====

The least stable of them is a.

=====

--- a ---
C28H31N3O2 in the gas phase, computed with ωB97M-V/def2-TZVPD.

Its total charge is 0. The SMILES is COc1ccccc1N1CCN(C(=O)c2ccc(CN3CCc4ccccc4C3)cc2)CC1. The value obtained for the frontier orbital gap is 0.304 hartree.

Cartesian coordinates (Å):
C (3.07520, 3.04514, -2.68195)
O (3.53518, 1.97306, -1.90048)
C (3.45052, 2.07345, -0.53065)
C (2.85228, 3.13999, 0.11798)
C (2.83976, 3.21507, 1.50348)
C (3.43929, 2.21955, 2.24455)
C (4.02244, 1.13724, 1.60742)
C (4.02669, 1.02165, 0.22059)
N (4.64452, -0.03854, -0.44597)
C (3.91482, -0.75914, -1.46744)
C (3.38557, -2.11126, -0.91641)
N (3.44916, -2.10788, 0.52326)
C (2.41233, -1.80200, 1.34246)
O (2.54297, -1.69160, 2.54658)
C (1.08613, -1.63026, 0.66759)
C (0.25972, -2.71951, 0.41594)
C (-0.97890, -2.52890, -0.16580)
C (-1.41483, -1.25203, -0.50082)
C (-2.77228, -1.07018, -1.12547)
N (-3.78118, -1.75290, -0.32963)
C (-5.04761, -1.92520, -1.01105)
C (-5.74111, -0.60086, -1.35573)
C (-5.66391, 0.38170, -0.21665)
C (-6.42387, 1.54526, -0.25809)
C (-6.34935, 2.47889, 0.75738)
C (-5.50186, 2.26021, 1.83146)
C (-4.74024, 1.10851, 1.87955)
C (-4.81433, 0.16270, 0.86457)
C (-3.99633, -1.10343, 0.95020)
C (-0.59215, -0.16744, -0.23161)
C (0.65031, -0.35064, 0.34995)
C (4.80479, -2.03848, 1.02288)
C (5.55093, -0.90765, 0.26518)
H (3.59067, 3.97839, -2.43296)
H (3.30285, 2.77311, -3.71196)
H (1.99379, 3.18887, -2.57965)
H (2.39923, 3.93712, -0.45001)
H (2.36727, 4.05632, 1.98694)
H (3.44418, 2.26534, 3.32250)
H (4.45719, 0.36278, 2.21563)
H (4.58243, -0.94018, -2.31784)
H (3.08411, -0.14892, -1.80985)
H (2.36061, -2.28525, -1.24280)
H (4.00919, -2.93905, -1.27169)
H (0.59158, -3.71340, 0.67963)
H (-1.63065, -3.36806, -0.35479)
H (-2.97910, 0.00612, -1.24404)
H (-2.77235, -1.52917, -2.12029)
H (-5.68912, -2.51079, -0.34594)
H (-4.87937, -2.50986, -1.92008)
H (-5.26599, -0.15384, -2.23565)
H (-6.78580, -0.78733, -1.61482)
H (-7.08154, 1.71329, -1.09991)
H (-6.94884, 3.37629, 0.71178)
H (-5.43404, 2.98771, 2.62687)
H (-4.07411, 0.93278, 2.71257)
H (-4.51717, -1.81816, 1.60048)
H (-3.02395, -0.89655, 1.40403)
H (-0.92662, 0.83233, -0.47148)
H (1.28086, 0.49895, 0.56839)
H (4.74167, -1.84899, 2.09558)
H (5.30274, -3.00185, 0.86629)
H (6.21495, -1.34784, -0.48707)
H (6.16070, -0.31468, 0.94682)

=====

--- b ---
C28H31N3O2 in the gas phase, computed with ωB97M-V/def2-TZVPD.

Its total charge is 0. The value obtained for the frontier orbital gap is 0.115 hartree.

Cartesian coordinates (Å):
C (-2.93100, -0.00971, -5.35930)
O (-3.02621, -0.72511, -4.11609)
C (-2.13991, -0.42396, -3.13841)
C (-2.44050, -0.91876, -1.84424)
C (-1.58858, -0.67976, -0.79666)
C (-0.31007, -0.08926, -1.03397)
C (0.73356, -0.00478, -0.08705)
C (0.62281, -0.18852, 1.30180)
C (0.93271, 0.75110, 2.40194)
N (1.04973, 2.22200, 2.05603)
C (-0.03189, 3.03203, 2.16430)
C (0.08239, 4.39428, 1.98051)
C (1.36611, 4.96531, 1.83108)
N (1.55660, 6.32420, 1.89840)
C (2.54883, 6.88964, 2.78629)
C (0.53828, 7.26211, 1.47434)
C (2.47453, 4.09241, 1.71684)
C (2.27767, 2.73313, 1.78558)
C (0.46699, -1.54614, 1.55375)
C (0.47127, -2.10690, 2.87758)
O (0.41883, -2.24441, 0.40023)
C (-0.02564, 0.39151, -2.33732)
C (-0.93793, 0.28428, -3.36471)
H (-3.75949, -0.40045, -5.94614)
H (-3.04721, 1.07241, -5.20917)
H (-1.98045, -0.21169, -5.86832)
H (-3.35395, -1.49852, -1.71696)
H (-1.88166, -0.98285, 0.21522)
H (1.65951, 0.44726, -0.46713)
H (0.14054, 0.65730, 3.15489)
H (1.89270, 0.47524, 2.86471)
H (-0.96687, 2.54470, 2.45529)
H (-0.80957, 5.01290, 2.05223)
H (3.37296, 6.19073, 2.93398)
H (2.92801, 7.82655, 2.36643)
H (2.10904, 7.12501, 3.76767)
H (0.07381, 6.92115, 0.54105)
H (-0.23869, 7.39588, 2.24152)
H (1.02829, 8.22828, 1.30835)
H (3.47954, 4.46759, 1.56649)
H (3.08494, 2.00195, 1.72427)
H (-0.17461, -1.45698, 3.49053)
H (0.07639, -3.12000, 2.97337)
H (1.51119, -2.07372, 3.25651)
H (0.94944, 0.85240, -2.49787)
H (-0.72738, 0.71818, -4.34213)
C (0.91166, -4.50984, 1.04816)
C (-0.10310, -3.56618, 0.41034)
C (-1.39555, -3.60841, 1.13358)
N (-2.40162, -3.57977, 1.73267)
C (-0.35023, -4.05796, -1.01167)
C (0.67564, -4.74718, -1.68576)
C (0.33866, -5.88556, -2.43258)
C (-1.02451, -6.18852, -2.63259)
C (-2.00525, -5.23962, -2.30661)
C (-1.64319, -4.13208, -1.51921)
H (0.63815, -5.53088, 0.75123)
H (1.91725, -4.23402, 0.69978)
H (0.85761, -4.48651, 2.14092)
H (1.71249, -4.43532, -1.51564)
H (1.12797, -6.53678, -2.83165)
H (-1.32126, -7.14919, -3.06099)
H (-3.04309, -5.36183, -2.64250)
H (-2.36672, -3.34837, -1.29319)

=====

The least stable of them is b.

=====

--- a ---
2 unconnected molecules or ions with the total composition C5H6O2S, computed with ωB97M-V/def2-TZVPD.

Its total charge is 0. The value obtained for the frontier orbital gap is 0.283 hartree.

Cartesian coordinates (Å):
C (1.63722, -0.31586, -0.73807)
C (2.41405, -0.90692, 0.08464)
C (1.10699, 0.32484, -1.98553)
C (0.34236, 0.43825, -0.69700)
C (-1.20304, -0.85849, 1.40867)
O (-1.41431, -1.57212, -1.15768)
O (-2.28061, 0.56810, -0.53763)
S (-1.26090, -0.39198, -0.34923)
H (1.75625, 1.02178, -2.38154)
H (0.74459, -0.40994, -2.74441)
H (0.78840, 2.37007, 0.18299)
H (-1.53629, -1.91807, 1.29873)
H (-0.11802, -0.71591, 1.73523)
H (-2.02349, -0.16349, 1.82248)

=====

--- b ---
C5H6O2S in the gas phase, computed with ωB97M-V/def2-TZVPD.

Its total charge is 0. The SMILES is O=C1C[C@@H](O)CC1=S. The value obtained for the frontier orbital gap is 0.277 hartree.

Cartesian coordinates (Å):
O (-1.56777, 2.07808, 0.42694)
C (-0.80858, 1.11146, 0.14194)
C (0.59840, 1.11808, -0.19054)
C (0.90098, -0.32850, 0.04168)
O (0.80776, -0.86090, 1.29020)
C (-0.26996, -1.11373, -0.68134)
C (-1.37555, -0.24525, -0.06601)
S (-2.94591, -0.54733, 0.32561)
H (1.38334, 1.70166, 0.15764)
H (0.71329, 1.19790, -1.30139)
H (1.73420, -0.49713, -0.57062)
H (1.21415, -0.17228, 2.14918)
H (-0.27249, -1.37502, -1.73125)
H (-0.11186, -2.06704, 0.00797)

=====

The least stable of them is a.

=====

--- a ---
C5H6O2S in the gas phase, computed with ωB97M-V/def2-TZVPD.

Its total charge is 0. The SMILES is S=CO/C=C\[C@H]1CO1. The value obtained for the frontier orbital gap is 0.323 hartree.

Cartesian coordinates (Å):
S (0.45642, 4.24474, 0.41120)
C (0.60864, 2.87869, -0.45200)
O (0.28971, 1.56706, -0.10136)
C (0.10587, 0.59774, -1.04509)
C (-0.01321, -0.72259, -0.74224)
C (-0.21307, -1.05085, 0.57956)
C (-0.87180, -2.21292, 1.18368)
O (0.57487, -2.17516, 1.16430)
H (1.35168, 3.02174, -1.43486)
H (0.27243, 0.90806, -1.98429)
H (-0.04709, -1.39120, -1.53521)
H (-0.17087, -0.35148, 1.26683)
H (-1.27365, -2.04177, 2.22152)
H (-1.06993, -3.27206, 0.46795)

=====

--- b ---
C5H6O2S in the gas phase, computed with ωB97M-V/def2-TZVPD.

Its total charge is 0. The SMILES is CC1=CS(=O)(=O)C=C1. The value obtained for the frontier orbital gap (spin up / spin down) is 0.310 / 0.267 hartree.

Cartesian coordinates (Å):
C (2.04348, 0.63468, -0.17522)
C (0.71251, 0.13999, -0.07434)
C (-0.78083, 1.17042, -0.39393)
S (-2.08251, 0.09274, -0.06701)
O (-2.44833, 0.42934, 1.28440)
O (-3.06046, 0.00571, -1.08433)
C (-1.04758, -1.42736, 0.15952)
C (0.31421, -1.11364, 0.21171)
H (2.75435, -0.22088, -0.14767)
H (2.37670, 1.01745, 0.76510)
H (2.22198, 1.58526, -0.76413)
H (-0.66800, 2.20666, -0.28378)
H (-1.24939, -2.48205, 0.11705)
H (0.91386, -2.03833, 0.45263)

=====

The least stable of them is b.